# 1
Molecular formula: C59H53BF5N2O20S
Method: DFT, wB97M-V/def2-TZVPD

Atoms and positions in Å:
C1 0.3593 -3.1947 1.7456
C2 0.6067 -1.6975 1.1685
C3 -0.4784 -1.4331 0.0128
C4 0.1300 -0.6348 -1.2739
C5 -0.3407 0.8796 -1.1236
N1 0.5894 1.4935 -0.0820
C6 0.8655 2.9443 -0.3217
S1 1.4826 3.8342 1.2186
C7 3.1258 3.1836 1.8017
O1 1.7445 5.2610 0.7772
O2 0.4915 3.7257 2.3499
C8 -0.3433 3.6970 -1.0391
C9 -1.6486 3.8787 -0.1319
F1 -1.4603 5.0724 0.6232
F2 -1.8483 2.8537 0.8123
C10 -3.0018 4.0936 -0.9495
F3 -2.8912 4.9999 -2.0026
F4 -3.9181 4.6793 -0.0428
F5 -3.6068 2.8820 -1.3321
O3 -0.7070 3.1321 -2.3111
C11 -0.2937 1.7479 -2.4611
B1 -1.2406 1.1340 -3.6726
N2 -0.6517 0.3849 -4.8242
O4 -2.6612 1.2899 -3.6473
H1 -0.3182 -3.1789 2.6578
H2 1.3677 -3.6584 2.0188
H3 -0.1086 -3.8837 0.9715
H4 0.3718 -0.9435 2.0037
H5 1.6581 -1.5898 0.7539
H6 -1.3539 -0.8814 0.4851
H7 -0.9074 -2.4197 -0.3864
H8 -0.2691 -1.1785 -2.1842
H9 1.2701 -0.7604 -1.2767
H10 -1.4176 0.8665 -0.7458
H11 1.5123 1.0093 -0.1095
H12 0.2140 1.3157 0.8762
H13 1.7587 2.9941 -1.0649
H14 3.7568 2.7493 0.9500
H15 2.9217 2.4024 2.6191
H16 3.7080 4.0150 2.3369
H17 0.0306 4.7617 -1.2560
H18 0.7829 1.6568 -2.8699
H19 -0.4884 1.0565 -5.5978
H20 0.2833 0.0480 -4.5338
H21 -2.9861 0.7375 -4.3989
C12 -0.2871 6.3732 4.1222
C13 -1.2910 7.1782 3.7733
C14 -2.1126 7.8650 4.7931
O5 -3.0290 8.5972 4.4767
C15 -1.7764 7.6254 6.2135
C16 -0.7721 6.8203 6.5610
C17 0.0487 6.1347 5.5403
O6 0.9688 5.3994 5.8573
H22 0.3212 5.8623 3.3943
H23 -1.5494 7.3645 2.7382
H24 -2.3874 8.1364 6.9469
H25 -0.5127 6.6332 7.5957
C18 -3.9356 -1.3309 -8.8547
C19 -3.7841 -2.6310 -9.1082
C20 -2.8937 -3.4745 -8.2813
O7 -2.7532 -4.6593 -8.5120
C21 -2.1798 -2.8205 -7.1633
C22 -2.3321 -1.5204 -6.9116
C23 -3.2214 -0.6790 -7.7366
O8 -3.3613 0.5107 -7.5021
H26 -4.5825 -0.6978 -9.4492
H27 -4.2999 -3.1251 -9.9222
H28 -1.5327 -3.4521 -6.5670
H29 -1.8168 -1.0245 -6.0980
C24 -6.2093 -1.0281 -5.3486
C25 -7.2608 -0.3754 -4.8533
C26 -8.6091 -0.9836 -4.8511
O9 -9.5681 -0.3887 -4.4017
C27 -8.7449 -2.3429 -5.4177
C28 -7.6926 -2.9952 -5.9129
C29 -6.3452 -2.3873 -5.9149
O10 -5.3837 -2.9828 -6.3650
H30 -5.2154 -0.5981 -5.3594
H31 -7.1785 0.6199 -4.4344
H32 -9.7385 -2.7729 -5.4073
H33 -7.7745 -3.9904 -6.3321
C30 4.7247 5.5433 -3.3905
C31 4.2485 4.9127 -2.3162
C32 4.2202 3.4379 -2.2446
O11 3.7804 2.8598 -1.2580
C33 4.7399 2.6861 -3.4050
C34 5.2164 3.3148 -4.4800
C35 5.2456 4.7922 -4.5538
O12 5.6805 5.3652 -5.5299
H34 4.7527 6.6234 -3.4612
H35 3.8637 5.4468 -1.4551
H36 4.7115 1.6058 -3.3330
H37 5.6006 2.7798 -5.3396
C36 0.3922 -6.2294 -3.6613
C37 0.4605 -6.7997 -2.4576
C38 -0.2971 -6.2589 -1.3088
O13 -0.2346 -6.7756 -0.2105
C39 -1.1346 -5.0629 -1.5463
C40 -1.2025 -4.4927 -2.7494
C41 -0.4444 -5.0337 -3.8982
O14 -0.5081 -4.5146 -4.9959
H38 0.9403 -6.6113 -4.5134
H39 1.0676 -7.6758 -2.2669
H40 -1.6836 -4.6814 -0.6943
H41 -1.8104 -3.6162 -2.9405
C42 -0.5277 -0.4328 5.9189
C43 0.0339 -0.0720 7.0734
C44 0.5035 1.3126 7.2980
O15 1.0186 1.6420 8.3481
C45 0.3242 2.2813 6.1945
C46 -0.2370 1.9191 5.0397
C47 -0.7056 0.5355 4.8156
O16 -1.2195 0.2043 3.7589
H42 -0.8756 -1.4421 5.7365
H43 0.1725 -0.7689 7.8909
H44 0.6732 3.2910 6.3763
H45 -0.3748 2.6135 4.2200
C48 5.1633 -1.4836 4.2584
C49 5.2396 -2.0637 5.4569
C50 4.4832 -1.5374 6.6129
O17 4.5511 -2.0633 7.7055
C51 3.6402 -0.3443 6.3858
C52 3.5655 0.2341 5.1888
C53 4.3195 -0.2924 4.0350
O18 4.2452 0.2372 2.9374
H46 5.7096 -1.8558 3.4010
H47 5.8515 -2.9376 5.6377
H48 3.0911 0.0296 7.2415
H49 2.9520 1.1091 5.0079
C54 3.0438 -7.3478 3.5633
C55 3.2291 -6.0284 3.5197
C56 3.4295 -5.2412 4.7547
O19 3.5969 -4.0339 4.7160
C57 3.4186 -5.9721 6.0395
C58 3.2335 -7.2918 6.0839
C59 3.0328 -8.0800 4.8487
O20 2.8660 -9.2820 4.8874
H50 2.8947 -7.9401 2.6691
H51 3.2408 -5.4772 2.5875
H52 3.5678 -5.3791 6.9335
H53 3.2219 -7.8427 7.0161

The LUMO energy comes out at -0.1639 Ha. Its net charge is +1. The energy comes out at -4816.1963 hartree.

Löwdin atomic charge list, values in e, 5 entries: atom 1 (C): -0.08, atom 2 (C): -0.22, atom 3 (C): -0.17, atom 4 (C): -0.10, atom 5 (C): -0.18



# 2
Molecular formula: C6H13N4
Method: DFT, wB97M-V/def2-TZVPD

Atoms and positions in Å:
C1 -3.2827 0.3713 0.1159
C2 -1.9304 -0.3753 0.0375
C3 -0.8517 0.6530 -0.0735
N1 -1.0611 1.9660 -0.1013
N2 0.5996 0.2727 -0.0078
C4 0.9823 -1.1677 -0.0013
C5 2.6844 -1.1460 0.1360
C6 2.9136 0.3679 -0.0645
N3 4.0710 0.9787 0.0375
N4 1.7834 1.0728 -0.0598
H1 -4.1626 -0.2384 0.3300
H2 -3.3474 0.8004 -0.9363
H3 -3.2879 1.1995 0.8697
H4 -1.7717 -0.9671 -0.9117
H5 -1.7443 -1.1024 0.8294
H6 -0.1150 2.4361 -0.1726
H7 -1.9552 2.5349 0.0888
H8 0.5109 -1.6085 -0.9587
H9 0.4918 -1.5917 0.8247
H10 3.4183 -1.6896 -0.4735
H11 2.7211 -1.3686 1.2840
H12 4.9302 0.7101 0.4301
H13 4.1308 1.9554 -0.0573

Its energy above the lowest of the compared OMol25 structures with the same formula, charge and spin is 48.52 kcal/mol. The LUMO energy comes out at -0.1168 Ha. Its net charge is +1. The energy comes out at -455.1332 hartree. The SMILES is CCC(=[NH2+])N1CCC(N)=N1.

Löwdin atomic charge list, values in e, 5 entries: atom 1 (C): -0.08, atom 2 (C): -0.17, atom 3 (C): -0.20, atom 4 (N): 0.17, atom 5 (N): -0.09



# 3
Molecular formula: C39H38N2O9OsSSi
Method: DFT, wB97M-V/def2-TZVPD

Atoms and positions in Å:
Os1 -0.6680 -1.5036 -0.1496
C1 -2.0442 -4.7923 -1.1418
S1 -2.7491 -3.1710 -1.1918
O1 -4.1580 -3.2685 -1.3682
O2 -1.9697 -2.3765 -2.1402
O3 -2.3681 -2.5815 0.1916
H1 -2.5729 -5.3994 -1.8723
H2 -2.1789 -5.1956 -0.1412
H3 -0.9866 -4.7074 -1.3838
C2 -0.5921 2.6457 -1.9988
C3 -1.4035 2.8918 -0.7173
C4 -2.1705 4.2067 -0.8983
C5 -0.4634 3.0186 0.4889
Si1 -2.5304 1.4010 -0.4667
O4 -1.5704 0.0431 -0.6815
C6 -3.8440 1.2911 -1.7921
C7 -3.7263 0.3839 -2.8466
C8 -4.6941 0.3107 -3.8399
C9 -5.7966 1.1499 -3.8005
C10 -5.9319 2.0607 -2.7610
C11 -4.9663 2.1253 -1.7689
C12 -3.3267 1.3715 1.2323
C13 -3.2977 0.2456 2.0564
C14 -3.8984 0.2452 3.3078
C15 -4.5498 1.3798 3.7671
C16 -4.6016 2.5092 2.9634
C17 -3.9967 2.5012 1.7152
H4 0.0876 3.4873 -2.1700
H5 -1.2438 2.5597 -2.8729
H6 0.0125 1.7420 -1.9330
H7 -1.4567 5.0120 -1.1019
H8 -2.7234 4.4954 -0.0033
H9 -2.8660 4.1642 -1.7397
H10 0.2758 3.8056 0.3043
H11 0.0856 2.0973 0.6849
H12 -1.0185 3.2839 1.3923
H13 -2.8787 -0.2879 -2.8844
H14 -4.5872 -0.4095 -4.6413
H15 -6.5531 1.0919 -4.5730
H16 -6.7937 2.7152 -2.7207
H17 -5.1032 2.8341 -0.9592
H18 -2.8168 -0.6622 1.7203
H19 -3.8624 -0.6477 3.9198
H20 -5.0203 1.3834 4.7423
H21 -5.1129 3.3995 3.3077
H22 -4.0570 3.3999 1.1142
O5 1.1118 -3.1424 -1.5073
C18 1.7357 -2.0995 -1.3745
N1 2.9967 -1.8047 -1.7425
C19 3.4109 -0.4756 -1.3097
C20 2.1008 0.0164 -0.6354
O6 1.9342 1.0779 -0.0967
N2 1.1611 -0.9807 -0.7779
C21 4.5771 -0.5397 -0.3164
C22 5.5762 -1.4907 -0.5016
C23 6.6712 -1.5441 0.3459
C24 6.7844 -0.6407 1.3921
C25 5.7990 0.3158 1.5748
C26 4.7033 0.3734 0.7242
C27 3.7880 0.4254 -2.4899
C28 3.6903 1.8092 -2.3995
C29 4.0854 2.6066 -3.4643
C30 4.5905 2.0361 -4.6219
C31 4.6980 0.6564 -4.7123
C32 4.2980 -0.1426 -3.6525
H23 3.6083 -2.5214 -2.0869
H24 5.5238 -2.2010 -1.3177
H25 7.4365 -2.2923 0.1855
H26 7.6371 -0.6813 2.0571
H27 5.8776 1.0279 2.3861
H28 3.9447 1.1273 0.8763
H29 3.2992 2.2664 -1.5013
H30 3.9935 3.6820 -3.3842
H31 4.8962 2.6615 -5.4503
H32 5.0882 0.1978 -5.6116
H33 4.3782 -1.2173 -3.7520
O7 1.6879 -4.0273 3.0810
C33 1.0622 -3.3245 4.0553
C34 1.1875 -3.6731 5.3971
C35 0.5576 -2.9245 6.3746
C36 -0.1998 -1.8096 6.0361
C37 -0.3173 -1.4563 4.7062
C38 0.2968 -2.2085 3.7036
C39 0.0720 -1.7784 2.3107
O8 0.1774 -2.6299 1.3317
O9 -0.2872 -0.6133 2.0482
H34 2.1943 -4.7420 3.4824
H35 1.7859 -4.5359 5.6676
H36 0.6629 -3.2147 7.4121
H37 -0.6906 -1.2250 6.8013
H38 -0.8974 -0.5931 4.4077

Its energy above the lowest of the compared OMol25 structures with the same formula, charge and spin is 0.00 kcal/mol. The LUMO energy (alpha / beta) comes out at 0.0112 / -0.0717 Ha. As for the expectation value of S²: 6.013. The multiplicity is 5. The energy comes out at -3074.0927 hartree.

Löwdin atomic charge list, values in e, 5 entries: atom 1 (Os): 1.90, atom 2 (C): -0.12, atom 3 (S): 0.47, atom 4 (O): -0.26, atom 5 (O): -0.38



# 4
Molecular formula: C4H8N4
Method: DFT, wB97M-V/def2-TZVPD

Atoms and positions in Å:
N1 -2.4423 0.4080 0.0574
C1 -1.7103 -0.7923 -0.1243
C2 -0.2926 -0.3020 -0.1148
N2 -0.1294 0.9306 -0.0011
C3 1.3617 1.3538 0.0352
C4 2.3118 0.1502 -0.0540
N3 2.0165 -1.1120 -0.0656
N4 0.6503 -1.3343 0.2786
H1 -2.2893 0.7665 1.0848
H2 -2.2429 1.0629 -0.6895
H3 -1.7705 -1.2331 -1.0533
H4 -2.0635 -1.6596 0.5505
H5 1.3263 1.5616 1.1626
H6 1.6099 2.1330 -0.8174
H7 3.4300 0.1815 -0.0906
H8 0.2346 -2.1146 -0.1584

Its energy above the lowest of the compared OMol25 structures with the same formula, charge and spin is 85.86 kcal/mol. The LUMO energy comes out at 0.0295 Ha. The energy comes out at -376.1116 hartree. The SMILES is NCC1=NCC=NN1.

Löwdin atomic charge list, values in e, 5 entries: atom 1 (N): -0.05, atom 2 (C): -0.26, atom 3 (C): -0.38, atom 4 (N): 0.06, atom 5 (C): -0.13



Question: Among the records above, which one has the lowest energy?
Answer: C59H53BF5N2O20S